14
Properties=species:S:1:pos:R:3:forces:R:3 method="wB97M-V/def2-TZVPD" e_above_lowest_kcal_mol=0.00 e_homo_ev=-9.70
O 0.281907 -3.514483 0.684383 -0.032 -0.388 0.539
C 0.341451 -2.290947 0.918328 0.224 -0.087 -0.466
O 0.732274 -1.781872 1.988492 0.300 -0.105 0.451
O -0.059316 -1.472432 -0.109619 -0.273 -0.605 -0.377
O 0.218763 1.815919 -1.058528 0.234 -1.576 -1.212
C -1.569297 3.576784 -0.222227 -2.615 1.976 1.002
O -2.423045 2.782356 -0.109283 1.518 -0.625 -0.519
O -1.078006 4.638821 -0.188856 1.082 -1.399 -0.518
C 0.023627 0.614492 -1.249812 -2.087 2.575 3.336
C 0.761956 -0.410016 -0.445046 0.787 0.941 -2.336
Li 1.038694 -3.690580 2.509702 -0.340 0.583 -0.653
H -0.923615 0.283320 -1.725683 0.621 -0.161 -0.662
H 1.256481 0.038071 0.429917 0.188 -0.188 -0.675
H 1.398127 -0.589432 -1.421768 0.394 -0.940 2.089


8
Properties=species:S:1:pos:R:3:forces:R:3 method="wB97M-V/def2-TZVPD" e_above_lowest_kcal_mol=98.36 e_homo_ev="-8.69 / -9.03"
C 0.121025 0.238365 -1.079660 0.975 -0.482 0.788
C 0.340730 -0.958110 -0.464202 -0.562 2.026 3.592
C 0.038879 0.642254 1.298576 -0.297 -0.710 -0.865
C -0.192798 1.047313 -0.015504 -0.899 0.733 -1.705
N 0.174848 -0.648113 1.254847 0.200 -0.904 -2.667
H -0.063560 0.240964 -2.119738 -0.098 0.805 -0.812
H -0.040036 -1.829753 -0.931992 -0.006 -1.309 0.437
H -0.379088 1.267081 2.057674 0.687 -0.158 1.233


8
Properties=species:S:1:pos:R:3:forces:R:3 method="wB97M-V/def2-TZVPD" s_squared=2.02 e_above_lowest_kcal_mol=96.99 e_homo_ev="-8.81 / -10.49" spin_multiplicity=3
C 1.871211 1.415977 -1.920348 -0.223 -0.133 0.271
C 1.099265 0.760834 -1.282041 -0.484 -0.304 -0.070
C -0.178456 0.309430 0.629347 1.911 0.902 0.062
C -1.335795 0.074180 1.389099 -2.510 -2.808 4.187
N -0.216539 1.210756 1.460237 0.625 -0.552 -0.724
H 2.514617 1.664627 -2.676806 1.269 0.782 -1.226
H -2.293490 0.508032 1.177839 -0.390 -0.207 -0.223
H -1.303077 -0.783758 2.260971 -0.197 2.320 -2.277


12
Properties=species:S:1:pos:R:3:forces:R:3 method="wB97M-V/def2-TZVPD" charge=-1 e_above_lowest_kcal_mol=25.05 e_homo_ev=-4.15
C -0.002885 1.091233 0.426607 0.285 -1.855 -0.387
C 0.434688 0.195903 -0.525166 -1.936 -0.136 1.630
C 0.023575 -1.301393 -0.252634 -0.062 1.878 0.668
C -1.046255 -0.611729 1.748689 0.622 0.533 -1.120
N -0.646268 -1.518882 0.874725 -0.556 -0.754 0.806
N 1.100580 0.517171 -1.697195 1.333 2.246 -1.768
O 0.263605 -2.226047 -1.000018 0.874 -0.143 -1.679
O -1.722678 -0.730312 2.727299 -1.230 -1.090 1.781
O -0.685591 0.707238 1.559061 0.995 1.227 -0.980
H 0.144432 2.151143 0.542769 0.353 0.306 -0.794
H 1.404913 1.547222 -1.792655 -0.890 -2.337 0.328
H 0.731886 0.178455 -2.611482 0.212 0.122 1.516


10
Properties=species:S:1:pos:R:3:forces:R:3 method="wB97M-V/def2-TZVPD" e_above_lowest_kcal_mol=62.19 e_homo_ev=-9.45
N 3.196604 -0.536822 0.371479 -0.872 0.132 -0.092
C 2.058849 -0.418015 0.208318 1.300 0.087 -0.095
C 0.659508 -0.280771 0.010049 0.343 0.159 -0.651
N -0.181381 -1.259379 0.106192 1.680 0.085 -0.333
C -1.473294 -0.721832 0.023918 1.507 -0.415 0.871
C -1.328766 0.644755 -0.256593 0.032 -0.376 0.416
N 0.022843 0.879347 -0.281189 -0.002 0.089 -0.134
H -1.464886 -1.499933 0.852558 -3.777 0.658 -0.223
H -1.997726 1.473073 -0.482911 0.011 -0.526 0.279
H 0.508252 1.719577 -0.551821 -0.222 0.108 -0.037


10
Properties=species:S:1:pos:R:3:forces:R:3 method="wB97M-V/def2-TZVPD" e_above_lowest_kcal_mol=48.10 e_homo_ev=-9.36
C 1.693061 -0.079810 0.197905 7.745 2.565 -3.565
C 0.238508 -0.031622 0.197187 3.930 -1.730 -1.809
C -1.620088 -0.743930 0.008440 -3.369 -2.671 -2.246
C -1.764282 0.605327 -0.114867 -4.586 2.538 1.651
H -2.378095 -1.493567 -0.143715 -0.484 0.183 0.279
H -2.546618 1.487773 0.160451 1.266 -2.984 -1.310
H -0.157135 2.006216 -0.158663 -0.876 -1.672 0.627
N 2.874328 0.079796 -0.174288 -8.263 -1.361 3.180
N -0.355487 -1.190279 -0.059841 -0.378 1.849 2.563
N -0.547605 1.039024 0.006978 5.014 3.283 0.631


10
Properties=species:S:1:pos:R:3:forces:R:3 method="wB97M-V/def2-TZVPD" s_squared=2.04 e_above_lowest_kcal_mol=49.43 e_homo_ev="-5.13 / -10.52" spin_multiplicity=3
C 0.393296 -2.898682 0.624638 0.028 0.282 -0.029
C 0.417208 -1.742184 0.288223 -0.773 4.738 -0.953
C 0.380895 1.742156 -0.461661 3.546 -0.738 -0.050
C 0.170445 -0.295619 -0.014574 5.059 -5.727 0.606
N 1.054491 0.651339 -0.294912 2.684 -0.347 -0.101
N -1.076395 0.196964 -0.002579 -6.573 -0.945 1.067
N -0.922287 1.450274 -0.308697 -4.464 3.385 -0.573
H 0.369718 -3.834146 1.078727 0.080 -0.991 0.241
H 0.916777 2.619002 -0.709487 -0.374 1.107 -0.195
H -1.704148 2.110896 -0.199678 0.788 -0.762 -0.014


11
Properties=species:S:1:pos:R:3:forces:R:3 method="wB97M-V/def2-TZVPD" e_above_lowest_kcal_mol=104.03 e_homo_ev=-10.18
C -0.718233 -1.271401 -0.430392 2.151 2.382 0.414
C 0.328504 -0.418352 0.240884 -0.983 1.396 0.601
C 1.377961 0.506546 -0.204621 4.068 0.348 -3.220
C -0.583877 0.741720 0.550560 -2.408 1.766 -0.933
H -0.504264 -2.231154 -0.731677 0.043 -1.870 -1.397
H 0.627724 -0.994816 1.073073 0.715 -0.439 1.364
H 2.436359 0.437629 -0.652876 -1.599 -1.232 1.094
N -1.868669 -0.802071 -0.335449 -2.680 0.047 1.478
N 1.110241 1.740545 -0.238559 -1.275 1.387 0.834
N -0.315558 1.950920 0.170515 1.809 -2.867 0.772
O -1.890187 0.340434 0.558541 0.158 -0.919 -1.008


11
Properties=species:S:1:pos:R:3:forces:R:3 method="wB97M-V/def2-TZVPD" e_above_lowest_kcal_mol=83.72 e_homo_ev=-9.39
C -1.918644 -0.197507 -0.094603 -1.580 -3.168 0.105
C 0.107518 -0.787305 0.046382 2.579 -2.873 0.653
C 2.264455 -0.261851 -0.118329 -6.019 2.612 0.431
C 0.152178 0.483848 0.229211 1.141 5.751 -3.267
H -3.110161 -0.425849 0.107524 3.299 1.514 -0.953
H 3.267108 -0.144770 -0.299972 2.190 -0.058 -0.043
H -1.389011 1.871819 0.590053 -0.099 -3.337 -3.780
N -1.155261 -1.300038 -0.092527 -1.005 0.813 0.381
N 1.457971 -1.222006 -0.011899 0.075 -3.161 -0.671
N -1.189174 0.971566 -0.279990 1.076 3.904 6.296
O 1.513016 1.012090 -0.075852 -1.656 -1.996 0.847


11
Properties=species:S:1:pos:R:3:forces:R:3 method="wB97M-V/def2-TZVPD" e_above_lowest_kcal_mol=20.86 e_homo_ev=-9.20
C -1.344360 -0.046676 0.097624 -2.055 -3.916 -1.383
C 0.267822 1.327521 -0.002228 -1.669 -2.604 -1.178
C 0.748952 0.028201 -0.113917 0.802 1.674 0.153
C 2.143076 -0.237161 -0.139958 1.274 -1.281 1.392
H -2.636055 -1.607872 0.014746 0.057 -1.845 0.377
H -3.331663 -0.136365 0.511937 1.473 -1.253 -1.618
H 0.560660 2.338713 -0.243463 1.082 -0.364 0.422
N -2.611361 -0.643941 -0.114101 -0.352 3.695 2.048
N -1.118778 1.185459 0.059193 0.385 1.367 0.743
N 3.252600 -0.445376 0.147838 -1.379 0.355 -0.985
O -0.267889 -0.962348 0.002143 0.384 4.173 0.027


12
Properties=species:S:1:pos:R:3:forces:R:3 method="wB97M-V/def2-TZVPD" e_above_lowest_kcal_mol=34.02 e_homo_ev=-7.85
C 2.519523 -0.143312 0.138603 -2.975 -3.035 -0.323
C -1.299063 -0.756966 0.161123 -0.399 -0.788 0.070
C -0.754483 -1.965494 -0.042016 0.909 0.584 -1.137
C -0.845454 1.626168 0.003248 1.518 0.038 -0.823
N 1.698519 -1.027333 0.101783 1.764 1.705 0.608
N -0.673547 0.432855 0.069814 0.410 0.194 0.486
N -0.511405 2.745869 -0.342084 -1.809 4.031 1.174
S 0.893038 -2.185830 -0.689170 -0.810 -0.665 -0.150
S 3.454241 1.042530 0.302045 1.852 2.040 0.271
H -2.310270 -0.607025 0.440176 -1.063 -0.684 0.307
H -1.281252 -2.896690 -0.168462 -0.487 0.112 0.515
H -0.889850 3.735229 0.024940 1.090 -3.531 -0.999


15
Properties=species:S:1:pos:R:3:forces:R:3 method="wB97M-V/def2-TZVPD" s_squared=2.01 charge=-1 e_homo_ev="-1.85 / -4.78" spin_multiplicity=3
C -2.740540 -1.395694 0.499371 -1.623 0.298 -3.515
C -0.738343 -0.062884 0.033633 -2.260 -0.370 -2.297
C 2.437244 1.627380 -0.484302 1.381 -1.737 3.663
C 2.064685 -0.879196 0.554595 2.147 0.363 1.166
N -1.842253 -1.385550 1.370418 -0.717 -1.864 1.867
N -0.741969 -0.709762 1.128474 0.948 0.947 1.228
N 0.281757 0.655564 -0.437298 1.843 1.172 0.361
N 1.449895 0.700832 0.276903 -1.640 0.888 -2.917
O 1.442315 -1.710571 -0.035572 -0.008 -0.172 -0.211
O 3.048182 -0.667548 1.241287 -0.739 -0.800 -0.438
S 2.115300 2.505398 -1.777807 -1.312 1.372 -2.625
S -2.303786 -0.352630 -0.958617 1.413 -0.380 2.123
H -3.659879 -2.056451 0.362470 1.422 1.131 0.860
H 3.340776 1.824348 0.118913 -0.852 -0.539 -0.075
H 0.295981 1.212644 -1.335960 -0.003 -0.311 0.810


9
Properties=species:S:1:pos:R:3:forces:R:3 method="wB97M-V/def2-TZVPD" e_above_lowest_kcal_mol=90.76 e_homo_ev="-9.29 / -9.29"
C 0.847197 -0.953008 1.181742 -0.522 0.305 0.680
C -0.624616 0.963009 0.215530 -2.589 -0.608 1.672
C -0.078626 -0.423800 0.019875 -0.072 -1.489 -1.578
C 1.325688 -0.619972 -0.486487 0.128 0.109 0.376
N 1.714269 -1.562137 0.412141 0.771 -0.928 -0.477
O -0.032307 1.933723 -0.120216 0.353 0.674 -0.337
H -1.660232 1.040459 0.867682 2.080 -0.236 -1.483
H -0.762482 -1.322047 -0.312167 1.161 2.151 0.876
H 2.145175 -0.017177 -0.952283 -1.309 0.021 0.272


9
Properties=species:S:1:pos:R:3:forces:R:3 method="wB97M-V/def2-TZVPD" e_above_lowest_kcal_mol=146.12 e_homo_ev=-10.73
C 2.579784 1.817150 -0.167117 -0.204 1.177 -0.036
C 2.730913 0.557014 -0.011161 0.220 -1.032 -0.275
C 1.466626 -0.327213 0.086770 2.613 1.627 0.502
C 0.055840 -0.029093 -0.006962 -0.997 -2.570 1.028
N 2.265046 -1.307839 0.142074 -0.496 -3.011 -0.085
O 3.499743 -0.595753 0.005144 -0.769 0.986 0.414
H -0.466760 0.133872 0.953696 0.448 -0.132 -0.415
H -0.445547 -0.833819 -0.586489 0.135 0.637 0.364
H 0.130694 0.847404 -0.529581 -0.950 2.318 -1.497


9
Properties=species:S:1:pos:R:3:forces:R:3 method="wB97M-V/def2-TZVPD" e_above_lowest_kcal_mol=17.79 e_homo_ev=-10.48
C -0.316976 1.341377 -0.492026 1.143 -2.163 -0.559
C -1.130458 -1.226321 1.137462 -1.122 -0.172 0.490
C 1.052823 -0.402660 0.139617 1.894 -1.733 0.373
C 0.295353 0.131126 -0.788724 0.359 0.484 0.261
N -0.778051 2.342475 -0.324832 -2.132 4.328 0.868
O -2.043326 -0.588740 0.940680 0.351 -0.328 0.137
H 1.311961 -0.081383 1.146999 -0.686 0.911 -0.361
H 1.586270 -1.333742 0.006647 -0.195 -0.274 -0.605
H 0.022404 -0.182131 -1.765824 0.388 -1.053 -0.604


9
Properties=species:S:1:pos:R:3:forces:R:3 method="wB97M-V/def2-TZVPD" e_above_lowest_kcal_mol=50.04 e_homo_ev=-9.57
C -0.119885 0.171854 0.693174 -0.381 -0.433 0.892
C 0.323071 -0.411143 -1.639700 0.206 -1.045 -0.105
C 0.374882 -0.739698 -0.185897 0.088 0.516 0.137
C -0.598793 0.888610 1.872934 1.518 -1.674 -1.367
N -0.847052 1.403254 0.735300 -0.124 0.390 -0.019
O 0.818478 -1.111329 -2.502434 -0.015 0.105 0.587
H -0.218600 0.469482 -1.979701 -0.262 0.607 0.383
H 0.895592 -1.712071 0.047925 -0.702 1.407 0.147
H -0.627693 1.041042 2.958398 -0.329 0.128 -0.654


9
Properties=species:S:1:pos:R:3:forces:R:3 method="wB97M-V/def2-TZVPD" e_above_lowest_kcal_mol=18.06 e_homo_ev=-10.03
C 0.082497 -0.716300 -0.451657 1.050 0.346 -1.807
C -1.151316 -0.349946 0.334701 -0.299 -0.907 -0.186
C -0.814931 0.800278 0.908680 -0.285 1.374 0.370
C 1.043118 0.543643 -0.119187 -0.714 -0.938 1.134
H -2.145390 -0.869840 0.377176 1.412 0.601 -0.119
H -1.323022 1.538256 1.479668 -1.383 -0.290 0.557
H 2.087089 0.531137 -0.380956 0.191 0.322 -0.400
N 0.495420 1.371059 0.696703 0.981 -1.930 -1.684
O 0.369646 -1.557877 -1.298504 -0.951 1.421 2.134


10
Properties=species:S:1:pos:R:3:forces:R:3 method="wB97M-V/def2-TZVPD" e_above_lowest_kcal_mol=47.10 e_homo_ev=-10.58
O -2.410721 0.834013 -0.550496 0.276 -0.470 -0.066
C -1.751256 -0.173103 -0.660914 -0.224 0.263 0.017
C -0.345046 -0.248730 -0.201851 0.076 -0.079 -0.001
N 0.327306 -1.366134 -0.338418 -0.305 0.255 -0.020
O 1.565581 -1.117980 0.171501 0.165 0.035 0.068
C 1.620491 0.152954 0.609949 -0.069 0.117 0.005
C 0.436923 0.771870 0.404889 0.144 -0.018 0.047
H -2.151686 -1.102201 -1.108874 0.034 0.128 0.053
H 2.562996 0.465067 1.036574 -0.128 -0.068 -0.062
H 0.145411 1.784244 0.637641 0.032 -0.162 -0.041


10
Properties=species:S:1:pos:R:3:forces:R:3 method="wB97M-V/def2-TZVPD" e_above_lowest_kcal_mol=37.98 e_homo_ev=-10.90
O -1.972253 1.048292 0.735569 0.391 -0.382 -0.229
C -1.395587 0.253451 0.045398 -0.195 0.282 0.338
C 0.448043 -0.546026 -1.333439 0.142 -0.710 -0.859
N 0.605496 -1.309945 -2.185281 -0.125 0.811 0.707
O 1.788693 -1.016633 0.937504 -0.448 0.475 0.114
C 1.017700 -0.099268 0.999414 0.265 -0.322 0.052
C 0.130170 0.311899 -0.195297 0.064 0.001 -0.125
H -1.915810 -0.553479 -0.507200 0.042 0.065 0.168
H 0.938658 0.542650 1.894012 -0.168 -0.052 -0.069
H 0.354891 1.369057 -0.390676 0.031 -0.166 -0.097


10
Properties=species:S:1:pos:R:3:forces:R:3 method="wB97M-V/def2-TZVPD" e_above_lowest_kcal_mol=63.26 e_homo_ev=-9.54
N -1.075581 -1.390897 1.493127 0.081 0.066 -0.302
C -0.902529 -0.698610 0.467853 -0.038 0.033 0.123
C -0.604225 0.542129 -0.197061 0.049 0.204 0.162
C 0.733662 1.116688 -0.406124 0.138 -0.092 -0.034
C 1.832084 0.383187 -0.371589 0.698 -0.442 0.035
O 2.799091 -0.257408 -0.361232 -0.817 0.543 0.026
O -0.923260 -0.776972 -0.872545 -0.106 -0.039 -0.080
H -1.313461 -2.348212 1.229185 0.020 0.001 0.081
H -1.400830 1.272882 -0.301014 -0.010 -0.152 -0.009
H 0.855048 2.157213 -0.680599 -0.015 -0.123 -0.003